Computed, not measured: an isolated molecule of C4H8OS in a non-equilibrium geometry, with wB97M-V/def2-TZVPD.

Energy relative to the best compared isomer or geometry (same formula, charge and spin) ... 145.79 kJ/mol
SMILES string ... CC(=S)[C@@H](C)O

Each line ends with the Löwdin charge.
Cartesian coordinates (Å):
C: 1.35795 -0.60650 -0.83591  -0.032
C: 0.37688 -0.82556 0.23028  -0.481
C: -0.98482 -0.14405 0.12165  -0.752
C: -1.07256 1.30443 0.01325  -0.164
H: 1.49388 -1.31739 -1.53187  0.041
H: 1.12561 0.31370 -1.39557  0.099
H: 2.37700 -0.43833 -0.51364  0.097
H: 0.11613 -1.94192 0.41226  0.150
H: 0.31209 -0.10365 2.00829  0.074
H: -0.18307 1.83026 0.19692  0.067
H: -1.60112 1.55482 -0.94012  0.106
H: -1.85206 1.62465 0.71035  0.076
O: 0.98011 -0.34234 1.39999  -0.012
S: -2.44601 -0.90812 0.12411  0.732